1.
{
  "formula": "C41H97N3O31S8",
  "method": "ωB97M-V/def2-TZVPD",
  "symbols": ["O", "S", "O", "O", "C", "C", "C", "H", "H", "H", "H", "H", "H", "H", "H", "O", "S", "O", "O", "C", "C", "C", "H", "H", "H", "H", "H", "H", "H", "H", "O", "S", "O", "O", "C", "C", "C", "H", "H", "H", "H", "H", "H", "H", "H", "O", "S", "O", "O", "C", "C", "C", "H", "H", "H", "H", "H", "H", "H", "H", "O", "S", "O", "O", "C", "C", "C", "H", "H", "H", "H", "H", "H", "H", "H", "O", "S", "O", "O", "C", "C", "C", "H", "H", "H", "H", "H", "H", "H", "H", "O", "S", "O", "O", "C", "C", "C", "H", "H", "H", "H", "H", "H", "H", "H", "O", "S", "O", "O", "C", "C", "C", "H", "H", "H", "H", "H", "H", "H", "H", "O", "C", "O", "C", "C", "C", "H", "H", "H", "H", "H", "H", "O", "C", "O", "C", "C", "C", "H", "H", "H", "H", "H", "H", "C", "C", "O", "N", "C", "H", "H", "H", "H", "H", "H", "H", "C", "C", "O", "N", "C", "H", "H", "H", "H", "H", "H", "H", "C", "C", "O", "N", "C", "H", "H", "H", "H", "H", "H", "H"],
  "coordinates": [[10.795, 19.602, 19.527], [10.094, 18.547, 18.799], [8.843, 18.788, 18.094], [11.118, 17.961, 17.665], [12.452, 17.812, 18.042], [13.024, 16.834, 16.980], [9.990, 16.998, 19.866], [12.559, 17.413, 19.051], [13.021, 18.742, 18.064], [12.964, 17.316, 16.004], [12.430, 15.938, 16.803], [14.034, 16.505, 17.227], [9.776, 16.181, 19.178], [9.180, 17.105, 20.587], [10.858, 16.788, 20.490], [19.229, 10.127, 22.079], [17.956, 9.615, 21.661], [17.597, 8.198, 21.782], [16.783, 10.498, 22.442], [15.448, 9.959, 22.450], [15.281, 9.295, 23.814], [17.657, 10.226, 19.947], [15.249, 9.167, 21.728], [14.674, 10.699, 22.243], [14.243, 8.988, 23.944], [15.595, 10.091, 24.489], [15.960, 8.444, 23.877], [18.348, 9.752, 19.250], [17.863, 11.296, 19.975], [16.613, 9.985, 19.747], [22.323, 11.054, 15.633], [21.803, 11.133, 14.289], [22.585, 10.712, 13.176], [20.337, 10.392, 14.281], [19.393, 10.601, 15.346], [18.984, 9.303, 15.990], [21.131, 12.879, 13.867], [18.503, 11.083, 14.943], [19.835, 11.198, 16.144], [18.227, 9.604, 16.714], [19.779, 8.865, 16.593], [18.648, 8.555, 15.272], [20.458, 12.717, 13.025], [21.945, 13.550, 13.593], [20.653, 13.415, 14.687], [24.390, 16.363, 15.908], [23.379, 15.292, 15.896], [22.057, 15.516, 15.274], [24.083, 13.947, 15.225], [25.356, 13.569, 15.618], [25.873, 12.621, 14.507], [23.146, 14.624, 17.597], [25.390, 12.934, 16.503], [26.033, 14.398, 15.823], [25.070, 12.025, 14.073], [26.529, 11.821, 14.851], [26.365, 13.277, 13.789], [22.574, 15.324, 18.207], [24.162, 14.480, 17.963], [22.654, 13.658, 17.484], [23.036, 19.516, 16.985], [21.893, 18.795, 16.500], [21.408, 17.714, 17.321], [20.630, 19.796, 16.360], [20.808, 21.100, 15.885], [19.891, 21.346, 14.649], [22.019, 18.341, 14.696], [21.791, 21.557, 15.773], [20.334, 21.626, 16.713], [20.208, 21.048, 13.649], [19.778, 22.426, 14.562], [18.903, 20.986, 14.937], [23.001, 17.946, 14.436], [21.785, 19.275, 14.184], [21.195, 17.674, 14.444], [11.686, 14.005, 18.484], [11.975, 12.813, 19.292], [11.731, 11.515, 18.733], [13.545, 12.796, 19.753], [14.135, 13.968, 20.159], [15.378, 13.743, 21.035], [11.176, 12.827, 20.918], [13.367, 14.591, 20.618], [14.323, 14.591, 19.285], [16.061, 13.134, 20.443], [15.144, 13.247, 21.977], [15.886, 14.693, 21.201], [11.440, 13.686, 21.536], [11.513, 11.915, 21.411], [10.117, 12.888, 20.665], [18.473, 17.982, 14.039], [17.364, 18.623, 13.314], [17.373, 19.981, 12.828], [17.035, 17.673, 11.965], [15.934, 18.071, 11.132], [16.115, 17.716, 9.671], [15.691, 18.335, 14.277], [15.801, 19.152, 11.181], [15.057, 17.571, 11.543], [16.991, 18.304, 9.396], [15.236, 17.935, 9.065], [16.458, 16.691, 9.531], [15.493, 17.263, 14.261], [15.025, 18.938, 13.660], [15.862, 18.687, 15.295], [14.129, 15.246, 13.252], [15.023, 14.556, 14.210], [15.543, 15.198, 15.436], [14.307, 13.137, 14.594], [14.349, 12.797, 15.946], [13.718, 11.420, 15.974], [16.478, 13.809, 13.208], [13.741, 13.395, 16.625], [15.379, 12.735, 16.298], [14.107, 10.793, 15.172], [12.655, 11.532, 15.761], [13.887, 10.999, 16.965], [16.116, 13.301, 12.314], [16.866, 12.993, 13.817], [17.130, 14.648, 12.961], [15.375, 17.425, 19.264], [15.169, 17.947, 20.334], [14.232, 18.907, 20.448], [14.222, 19.376, 21.768], [14.924, 18.378, 22.661], [15.895, 17.723, 21.687], [13.195, 19.395, 22.134], [14.745, 20.326, 21.879], [14.294, 17.701, 23.238], [15.482, 18.772, 23.510], [16.208, 16.707, 21.928], [16.814, 18.299, 21.580], [17.817, 12.470, 17.238], [17.946, 13.708, 17.181], [18.723, 14.189, 16.322], [18.748, 15.616, 16.254], [18.324, 16.008, 17.701], [17.348, 14.804, 18.013], [18.078, 15.910, 15.446], [19.708, 15.994, 15.903], [17.869, 16.996, 17.757], [19.144, 15.994, 18.419], [16.437, 15.219, 17.582], [17.196, 14.611, 19.074], [19.996, 16.256, 21.815], [19.368, 14.863, 21.950], [18.825, 14.308, 20.983], [19.368, 14.414, 23.200], [19.027, 13.020, 23.544], [20.251, 16.734, 22.761], [19.279, 16.922, 21.334], [20.937, 16.172, 21.270], [19.990, 14.878, 23.846], [19.947, 12.495, 23.798], [18.483, 12.468, 22.778], [18.277, 12.929, 24.330], [17.349, 23.607, 17.316], [17.942, 22.539, 18.179], [18.588, 22.857, 19.181], [17.719, 21.238, 17.832], [18.303, 20.066, 18.456], [17.966, 23.678, 16.420], [17.373, 24.594, 17.780], [16.289, 23.540, 17.072], [17.242, 21.069, 16.958], [17.551, 19.689, 19.150], [19.194, 20.334, 19.022], [18.680, 19.314, 17.762], [20.039, 15.500, 12.272], [19.360, 14.772, 11.143], [19.221, 13.582, 11.241], [18.926, 15.486, 10.084], [18.418, 14.734, 8.976], [21.123, 15.406, 12.208], [19.659, 15.158, 13.235], [19.782, 16.556, 12.188], [19.182, 16.460, 10.015], [17.646, 14.055, 9.341], [19.151, 14.132, 8.439], [18.060, 15.365, 8.163]],
  "lumo_ev": -0.23,
  "energy_ha": -7302.45421,
  "orbital_gap_ha": 0.3502
}

2.
{
  "formula": "C14H29N5O20S3",
  "method": "ωB97M-V/def2-TZVPD",
  "symbols": ["C", "N", "O", "O", "H", "H", "H", "C", "N", "O", "O", "H", "H", "H", "C", "N", "O", "O", "H", "H", "H", "C", "N", "O", "O", "H", "H", "H", "O", "S", "O", "O", "C", "C", "O", "H", "H", "H", "H", "O", "S", "O", "O", "C", "C", "O", "H", "H", "H", "H", "O", "S", "O", "O", "C", "C", "O", "H", "H", "H", "H", "C", "C", "C", "N", "C", "H", "H", "H", "H", "H"],
  "coordinates": [[-0.300, -10.869, -2.756], [-0.030, -9.682, -1.876], [0.961, -8.977, -2.065], [-0.765, -9.614, -0.886], [-0.459, -10.687, -3.819], [-1.078, -11.428, -2.236], [0.656, -11.379, -2.644], [5.900, -2.155, -7.190], [6.098, -2.011, -5.736], [5.284, -2.358, -4.902], [7.144, -1.542, -5.323], [5.167, -1.360, -7.332], [5.501, -3.114, -7.522], [6.848, -1.971, -7.696], [-0.280, -5.413, 5.016], [0.115, -4.690, 6.285], [1.298, -4.377, 6.467], [-0.768, -4.413, 7.093], [0.534, -6.060, 4.690], [-0.292, -4.628, 4.260], [-1.239, -5.910, 5.161], [1.336, 7.241, -0.126], [1.105, 6.796, -1.526], [1.890, 5.986, -1.957], [0.062, 7.238, -2.074], [1.240, 6.443, 0.611], [0.554, 7.965, 0.104], [2.335, 7.674, -0.171], [-5.274, 6.833, 1.902], [-4.435, 6.270, 2.989], [-3.537, 5.096, 2.806], [-3.639, 7.491, 3.897], [-4.514, 7.992, 4.889], [-5.185, 6.678, 5.414], [-5.414, 5.898, 4.256], [-4.038, 8.649, 5.618], [-5.301, 8.561, 4.394], [-6.139, 6.830, 5.919], [-4.531, 6.050, 6.019], [2.352, 6.885, 6.378], [3.156, 5.809, 5.782], [2.579, 4.580, 5.264], [4.140, 6.599, 4.666], [5.380, 5.966, 4.546], [5.617, 5.123, 5.843], [4.514, 5.523, 6.690], [5.280, 5.362, 3.644], [6.227, 6.651, 4.579], [6.479, 5.327, 6.477], [5.461, 4.046, 5.769], [-2.968, -5.553, -5.221], [-4.389, -5.813, -5.213], [-4.854, -6.759, -4.167], [-5.231, -4.423, -5.286], [-5.841, -4.214, -6.520], [-5.113, -5.100, -7.467], [-4.799, -6.289, -6.688], [-6.912, -4.405, -6.458], [-5.692, -3.176, -6.816], [-4.205, -4.568, -7.751], [-5.802, -5.410, -8.253], [0.492, 0.072, -1.616], [0.757, -0.050, -0.242], [0.897, -1.342, 0.074], [0.842, -2.101, -1.094], [0.667, -1.194, -2.097], [0.484, 1.083, -1.995], [0.829, 0.739, 0.492], [1.234, -1.707, 1.033], [0.953, -3.098, -1.212], [0.663, -1.615, -3.092]],
  "lumo_ev": 0.20,
  "energy_ha": -3523.39189,
  "orbital_gap_ha": 0.2974,
  "relative_energy_kcal_mol": 86.2
}